No. 1
The following is a DFT calculation (ωB97M-V with the def2-TZVPD basis set) of a molecular structure, C50H44GaN3OP2Si at a distorted geometry.

## Properties
Electronic energy (eV): -137904.07808
Strongest force on any atom (eV/A): 1.18
Total charge: +2

Element x y z (Å)
Ga (0.02, -0.18, -0.17)
C (0.30, 3.04, -1.84)
Si (-0.04, 2.22, -0.22)
C (-1.76, 2.52, 0.43)
C (-2.28, 3.80, 0.24)
C (-3.56, 4.12, 0.67)
C (-4.35, 3.15, 1.28)
C (-3.85, 1.88, 1.48)
C (-2.55, 1.56, 1.07)
P (-1.94, -0.12, 1.37)
C (-1.82, -0.31, 3.16)
C (-1.78, 0.80, 3.99)
C (-1.75, 0.63, 5.37)
C (-1.74, -0.65, 5.91)
C (-1.74, -1.76, 5.08)
C (-1.77, -1.60, 3.71)
C (-3.26, -1.23, 0.82)
C (-4.21, -1.75, 1.69)
C (-5.24, -2.54, 1.20)
C (-5.32, -2.82, -0.16)
C (-4.38, -2.29, -1.04)
C (-3.35, -1.51, -0.55)
C (1.28, 2.55, 1.06)
C (1.47, 3.90, 1.35)
C (2.49, 4.32, 2.19)
C (3.36, 3.38, 2.75)
C (3.17, 2.04, 2.49)
C (2.13, 1.62, 1.66)
P (1.95, -0.16, 1.34)
C (2.09, -1.04, 2.91)
C (1.83, -0.41, 4.12)
C (1.92, -1.14, 5.30)
C (2.24, -2.49, 5.28)
C (2.47, -3.13, 4.07)
C (2.39, -2.41, 2.89)
C (3.43, -0.56, 0.36)
C (4.59, -1.12, 0.89)
C (5.73, -1.26, 0.10)
C (5.71, -0.85, -1.22)
C (4.56, -0.30, -1.77)
C (3.43, -0.16, -0.98)
H (0.33, 4.13, -1.74)
H (-0.47, 2.78, -2.56)
H (1.27, 2.72, -2.22)
H (-1.70, 4.56, -0.26)
H (-3.95, 5.12, 0.51)
H (-5.36, 3.39, 1.60)
H (-4.47, 1.13, 1.95)
H (-1.82, 1.80, 3.58)
H (-1.75, 1.49, 6.02)
H (-1.74, -0.78, 6.99)
H (-1.73, -2.76, 5.51)
H (-1.80, -2.47, 3.07)
H (-4.17, -1.54, 2.75)
H (-5.98, -2.94, 1.87)
H (-6.13, -3.44, -0.54)
H (-4.46, -2.49, -2.10)
H (-2.64, -1.08, -1.24)
H (0.82, 4.65, 0.92)
H (2.63, 5.37, 2.40)
H (4.17, 3.71, 3.39)
H (3.84, 1.31, 2.94)
H (1.58, 0.64, 4.15)
H (1.74, -0.64, 6.25)
H (2.33, -3.04, 6.21)
H (2.72, -4.18, 4.05)
H (2.58, -2.91, 1.95)
H (4.63, -1.40, 1.94)
H (6.62, -1.69, 0.53)
H (6.60, -0.96, -1.83)
H (4.55, 0.03, -2.80)
H (2.55, 0.31, -1.42)
C (4.15, -3.73, -3.63)
C (3.46, -4.58, -2.60)
C (2.84, -5.78, -2.95)
C (2.19, -6.55, -1.99)
C (2.18, -6.15, -0.67)
N (1.47, -6.92, 0.30)
C (0.72, -6.47, 1.34)
O (0.48, -7.12, 2.33)
N (0.23, -5.16, 1.25)
C (0.06, -4.32, 0.16)
C (-0.18, -4.77, -1.14)
C (-0.27, -3.86, -2.17)
C (-0.19, -2.51, -1.90)
N (-0.05, -2.07, -0.64)
C (0.07, -2.95, 0.37)
C (2.83, -4.98, -0.30)
C (3.44, -4.19, -1.26)
H (4.03, -4.13, -4.64)
H (5.22, -3.66, -3.43)
H (3.76, -2.71, -3.63)
H (2.86, -6.11, -3.98)
H (1.70, -7.47, -2.28)
H (1.67, -7.91, 0.36)
H (-0.04, -4.81, 2.16)
H (-0.29, -5.83, -1.33)
H (-0.43, -4.19, -3.18)
H (-0.25, -1.76, -2.68)
H (0.14, -2.55, 1.37)
H (2.86, -4.69, 0.74)
H (3.94, -3.28, -0.96)

Atomic partial charges in e from the Löwdin method, atoms 1 to 6: 0.4602, -0.1853, 0.5453, -0.2889, -0.0742, -0.0389

***

No. 2
The following is a DFT calculation (ωB97M-V with the def2-TZVPD basis set) of a molecular structure, C50H45ClN3O6SSbSe2Ti at a distorted geometry.

## Properties
Electronic energy (eV): -253041.20490
Strongest force on any atom (eV/A): 2.16
Relative energy (zero: lowest compared OMol25 entry of this formula, charge and spin) (kJ/mol): 112.5
Total charge: 0

Element x y z (Å)
Ti (1.11, -1.83, -2.23)
O (4.08, -5.46, 1.31)
C (4.19, -4.53, 2.26)
O (4.79, -4.75, 3.28)
C (3.55, -3.21, 1.99)
C (3.80, -2.08, 2.74)
Cl (4.87, -1.85, 4.03)
N (3.07, -1.06, 2.20)
N (2.36, -1.47, 1.16)
C (2.64, -2.75, 1.01)
C (2.05, -3.45, -0.18)
O (2.51, -4.49, -0.60)
O (1.03, -2.83, -0.76)
C (3.08, 0.33, 2.51)
C (3.06, 0.81, 3.81)
C (3.04, 2.18, 4.02)
C (3.05, 3.06, 2.96)
C (3.10, 2.58, 1.65)
C (3.12, 1.21, 1.44)
H (3.58, -5.15, 0.53)
H (3.02, 0.13, 4.65)
H (3.02, 2.55, 5.04)
H (3.02, 4.13, 3.14)
H (3.12, 3.25, 0.80)
H (3.16, 0.80, 0.44)
O (3.38, 3.53, -1.92)
C (3.11, 3.05, -3.24)
C (2.59, 1.61, -3.14)
C (2.23, 1.23, -4.59)
O (2.11, -0.16, -4.74)
C (3.75, 0.76, -2.62)
Se (3.41, -1.09, -1.97)
C (1.38, 1.63, -2.18)
Se (-0.05, 0.30, -2.43)
H (3.67, 4.45, -1.98)
H (4.01, 3.07, -3.85)
H (2.34, 3.67, -3.72)
H (3.02, 1.60, -5.25)
H (1.29, 1.72, -4.86)
H (2.19, -0.40, -5.66)
H (4.18, 1.25, -1.75)
H (4.51, 0.67, -3.39)
H (0.87, 2.59, -2.26)
H (1.70, 1.52, -1.15)
S (-2.94, -2.57, -4.25)
C (-3.39, -2.77, -2.58)
C (-4.66, -3.02, -2.05)
C (-4.75, -3.28, -0.70)
C (-3.61, -3.31, 0.10)
C (-2.35, -3.05, -0.42)
C (-2.25, -2.76, -1.78)
N (-1.07, -2.58, -2.49)
C (-1.27, -2.53, -3.77)
C (-0.14, -2.68, -4.69)
C (-0.32, -2.89, -6.05)
C (0.76, -3.28, -6.83)
C (2.00, -3.47, -6.23)
C (2.18, -3.21, -4.88)
C (1.12, -2.80, -4.08)
H (-5.53, -3.04, -2.69)
H (-5.72, -3.50, -0.26)
H (-3.71, -3.55, 1.16)
H (-1.46, -3.10, 0.18)
H (-1.31, -2.77, -6.50)
H (0.63, -3.47, -7.89)
H (2.83, -3.81, -6.84)
H (3.16, -3.33, -4.45)
C (-4.05, 3.03, 1.95)
C (-4.31, 1.64, 2.48)
C (-5.44, 1.46, 3.28)
C (-5.78, 0.23, 3.81)
C (-4.97, -0.87, 3.57)
C (-3.84, -0.71, 2.79)
C (-3.49, 0.52, 2.22)
Sb (-1.63, 0.29, 1.07)
C (-0.62, 0.11, 2.99)
C (-0.19, -1.20, 3.20)
C (0.30, -1.63, 4.43)
C (0.33, -0.73, 5.49)
C (-0.12, 0.56, 5.31)
C (-0.60, 1.01, 4.07)
C (-1.10, 2.42, 3.96)
C (-1.37, 2.26, 0.22)
C (-0.31, 3.10, 0.55)
C (-0.13, 4.31, -0.11)
C (-1.02, 4.68, -1.11)
C (-2.05, 3.82, -1.46)
C (-2.24, 2.60, -0.82)
C (-3.36, 1.69, -1.25)
H (-4.50, 3.77, 2.62)
H (-4.50, 3.16, 0.96)
H (-2.99, 3.24, 1.86)
H (-6.07, 2.32, 3.49)
H (-6.68, 0.12, 4.42)
H (-5.21, -1.84, 3.99)
H (-3.18, -1.56, 2.63)
H (-0.23, -1.91, 2.38)
H (0.65, -2.65, 4.56)
H (0.69, -1.05, 6.46)
H (-0.12, 1.26, 6.14)
H (-0.52, 3.10, 4.60)
H (-2.15, 2.47, 4.28)
H (-1.05, 2.79, 2.94)
H (0.40, 2.81, 1.31)
H (0.69, 4.97, 0.17)
H (-0.90, 5.63, -1.62)
H (-2.73, 4.11, -2.26)
H (-4.00, 2.18, -1.99)
H (-3.99, 1.39, -0.40)
H (-2.95, 0.78, -1.70)

Atomic partial charges in e from the Löwdin method, atoms 1 to 6: 0.5675, 0.1344, -0.5011, 0.0828, -0.0407, -0.5696

***

No. 3
The following is a DFT calculation (ωB97M-V with the def2-TZVPD basis set) of a molecular structure, C50H45CrN10O2S4 at a distorted geometry.

## Properties
Expectation value of S²: 0.760
Electronic energy (eV): -143320.59882
Strongest force on any atom (eV/A): 1.92
2S+1: 2
Relative energy (zero: lowest compared OMol25 entry of this formula, charge and spin) (kJ/mol): 0.0
Total charge: +2

Element x y z (Å)
Cr (-1.84, -0.83, 0.41)
O (-3.96, -5.41, -1.45)
C (-2.92, -5.18, -2.26)
C (-2.81, -5.97, -3.40)
C (-1.75, -5.81, -4.27)
C (-0.77, -4.83, -4.03)
C (-0.89, -4.02, -2.93)
C (-1.96, -4.18, -2.03)
C (-2.06, -3.23, -0.92)
O (-1.33, -2.16, -0.95)
N (-2.94, -3.46, 0.05)
N (-2.92, -2.39, 0.90)
C (-3.71, -2.32, 1.89)
C (-3.53, -1.14, 2.71)
C (-4.19, -0.91, 3.91)
C (-3.82, 0.17, 4.68)
C (-2.78, 0.99, 4.25)
C (-2.19, 0.72, 3.03)
N (-2.59, -0.29, 2.25)
H (-3.87, -4.84, -0.66)
H (-3.57, -6.73, -3.58)
H (-1.67, -6.45, -5.14)
H (0.07, -4.72, -4.71)
H (-0.17, -3.24, -2.73)
H (-4.43, -3.11, 2.10)
H (-4.97, -1.60, 4.23)
H (-4.32, 0.38, 5.62)
H (-2.44, 1.82, 4.84)
H (-1.39, 1.33, 2.65)
N (-0.17, -1.10, 1.33)
S (1.25, -1.25, 1.02)
N (2.12, -0.16, 0.17)
S (2.25, 1.35, 0.06)
N (1.07, 2.33, 0.07)
S (-0.50, 2.14, -0.23)
N (-1.08, 0.82, -0.31)
C (-1.17, 3.26, 0.97)
C (-0.37, 3.93, 1.90)
C (-1.00, 4.78, 2.81)
C (-2.38, 4.94, 2.78)
C (-3.15, 4.25, 1.85)
C (-2.55, 3.40, 0.94)
C (-0.74, 3.05, -1.73)
C (-1.12, 2.30, -2.84)
C (-1.30, 2.96, -4.05)
C (-1.11, 4.33, -4.13)
C (-0.75, 5.07, -3.01)
C (-0.56, 4.43, -1.79)
C (3.33, 2.02, 1.28)
C (3.47, 3.40, 1.35)
C (4.32, 3.94, 2.30)
C (5.02, 3.09, 3.16)
C (4.89, 1.72, 3.06)
C (4.04, 1.16, 2.11)
C (3.16, 1.57, -1.43)
C (2.49, 1.93, -2.59)
C (3.22, 2.16, -3.74)
C (4.60, 2.03, -3.72)
C (5.26, 1.66, -2.55)
C (4.54, 1.42, -1.39)
C (2.17, -1.49, 2.52)
C (1.63, -0.98, 3.69)
C (2.31, -1.20, 4.88)
C (3.50, -1.93, 4.89)
C (4.02, -2.44, 3.70)
C (3.36, -2.22, 2.50)
C (1.71, -2.69, 0.09)
C (1.21, -3.89, 0.60)
C (1.55, -5.07, -0.05)
C (2.36, -5.04, -1.18)
C (2.83, -3.84, -1.68)
C (2.50, -2.64, -1.05)
H (0.70, 3.79, 1.90)
H (-0.40, 5.31, 3.54)
H (-2.85, 5.61, 3.49)
H (-4.23, 4.37, 1.84)
H (-3.14, 2.84, 0.22)
H (-1.27, 1.23, -2.73)
H (-1.59, 2.40, -4.93)
H (-1.26, 4.84, -5.08)
H (-0.61, 6.14, -3.08)
H (-0.28, 4.99, -0.91)
H (2.92, 4.04, 0.66)
H (4.45, 5.01, 2.36)
H (5.68, 3.52, 3.90)
H (5.45, 1.06, 3.72)
H (3.95, 0.09, 2.01)
H (1.41, 2.04, -2.59)
H (2.71, 2.45, -4.65)
H (5.17, 2.22, -4.62)
H (6.34, 1.56, -2.55)
H (5.05, 1.14, -0.48)
H (0.69, -0.45, 3.66)
H (1.91, -0.81, 5.81)
H (4.00, -2.13, 5.83)
H (4.94, -3.01, 3.71)
H (3.76, -2.61, 1.57)
H (0.59, -3.89, 1.48)
H (1.17, -6.01, 0.33)
H (2.62, -5.97, -1.67)
H (3.46, -3.83, -2.56)
H (2.87, -1.69, -1.42)
N (-3.51, -1.53, -2.85)
N (-4.17, -0.33, -3.05)
C (-4.57, 0.42, -2.01)
N (-5.38, 1.44, -2.32)
S (-4.13, 0.20, -0.38)
H (-2.64, -1.56, -3.35)
H (-4.10, -2.32, -3.08)
H (-4.55, -0.12, -3.95)
H (-5.89, 1.46, -3.19)
H (-5.77, 1.97, -1.56)

Atomic partial charges in e from the Löwdin method, atoms 1 to 6: 0.5773, 0.0796, -0.2653, 0.0015, -0.0567, -0.0776

***

No. 4
The following is a DFT calculation (ωB97M-V with the def2-TZVPD basis set) of a molecular structure, C50H45Ge3N3O2Os at a distorted geometry.

## Properties
Expectation value of S²: 0.765
Electronic energy (eV): -233153.88179
Strongest force on any atom (eV/A): 2.36
2S+1: 2
Total charge: +1

Element x y z (Å)
Os (-0.18, -0.36, -0.56)
O (1.00, 0.03, 6.09)
C (-0.13, -0.07, 5.61)
O (-1.27, -0.18, 6.08)
C (-0.14, 0.00, 4.05)
C (-1.34, 0.00, 3.36)
C (-1.33, 0.07, 1.99)
N (-0.16, 0.15, 1.32)
C (1.03, 0.05, 1.97)
C (1.06, 0.00, 3.34)
C (2.19, -0.03, 1.05)
C (3.49, 0.11, 1.47)
C (4.52, 0.06, 0.53)
C (4.20, -0.11, -0.80)
C (2.87, -0.25, -1.15)
N (1.89, -0.24, -0.25)
C (-2.52, -0.01, 1.10)
C (-3.80, 0.26, 1.52)
C (-4.84, 0.18, 0.61)
C (-4.57, -0.19, -0.69)
C (-3.26, -0.44, -1.05)
N (-2.25, -0.35, -0.18)
H (-2.26, -0.08, 3.94)
H (1.98, -0.08, 3.91)
H (3.70, 0.28, 2.52)
H (5.55, 0.16, 0.84)
H (4.96, -0.13, -1.57)
H (2.57, -0.40, -2.18)
H (-3.97, 0.55, 2.55)
H (-5.85, 0.42, 0.92)
H (-5.36, -0.28, -1.43)
H (-3.00, -0.74, -2.06)
C (-0.26, 1.27, -1.53)
Ge (0.02, 3.12, -0.93)
C (-1.65, 4.05, -1.23)
C (-2.83, 3.36, -1.54)
C (-4.02, 4.05, -1.69)
C (-4.05, 5.43, -1.55)
C (-2.88, 6.12, -1.25)
C (-1.69, 5.44, -1.08)
C (0.49, 3.34, 0.94)
C (-0.43, 2.98, 1.93)
C (-0.17, 3.24, 3.27)
C (1.00, 3.90, 3.63)
C (1.90, 4.29, 2.65)
C (1.65, 4.01, 1.31)
C (1.46, 3.74, -2.07)
C (1.23, 4.67, -3.08)
C (2.28, 5.10, -3.88)
C (3.56, 4.61, -3.68)
C (3.79, 3.67, -2.68)
C (2.75, 3.24, -1.88)
H (-0.50, 1.24, -2.61)
H (-2.82, 2.28, -1.65)
H (-4.93, 3.51, -1.93)
H (-4.98, 5.97, -1.68)
H (-2.91, 7.20, -1.13)
H (-0.79, 5.98, -0.83)
H (-1.36, 2.51, 1.66)
H (-0.88, 2.94, 4.03)
H (1.20, 4.12, 4.67)
H (2.80, 4.83, 2.93)
H (2.37, 4.33, 0.56)
H (0.23, 5.06, -3.25)
H (2.09, 5.83, -4.67)
H (4.37, 4.96, -4.30)
H (4.79, 3.28, -2.53)
H (2.94, 2.51, -1.10)
C (-2.28, -3.82, 2.61)
Ge (-1.95, -4.28, 0.75)
C (-3.54, -3.94, -0.31)
C (-1.34, -6.11, 0.53)
Ge (-0.12, -2.91, -0.16)
C (1.60, -3.51, 0.51)
C (2.75, -3.47, -0.29)
C (3.97, -3.90, 0.21)
C (4.06, -4.39, 1.51)
C (2.93, -4.42, 2.32)
C (1.71, -3.98, 1.82)
C (-0.04, -3.22, -2.09)
C (-0.21, -2.12, -2.93)
C (-0.21, -2.23, -4.32)
C (-0.05, -3.48, -4.89)
C (0.14, -4.60, -4.08)
C (0.15, -4.47, -2.69)
H (-3.09, -4.43, 3.00)
H (-2.57, -2.77, 2.70)
H (-1.40, -3.99, 3.23)
H (-4.36, -4.55, 0.07)
H (-3.37, -4.18, -1.36)
H (-3.84, -2.89, -0.23)
H (-2.00, -6.78, 1.09)
H (-0.32, -6.23, 0.90)
H (-1.37, -6.39, -0.53)
H (2.68, -3.11, -1.31)
H (4.85, -3.88, -0.42)
H (5.01, -4.74, 1.89)
H (3.01, -4.80, 3.33)
H (0.84, -4.00, 2.47)
H (-0.34, -1.09, -2.55)
H (-0.34, -1.36, -4.94)
H (-0.06, -3.59, -5.96)
H (0.28, -5.57, -4.53)
H (0.32, -5.34, -2.07)

Atomic partial charges in e from the Löwdin method, atoms 1 to 6: 1.1511, -0.0022, -0.6775, -0.0068, -0.0535, 0.0613